*P*
The following is a DFT calculation (ωB97M-V/def2-TZVPD) of a cluster of 17 separate species, H34O17 in total.

```
51
Properties=species:S:1:pos:R:3
O -0.767 3.876 3.974
H 0.011 3.698 4.513
H -1.007 2.981 3.721
O -1.712 -1.846 1.532
H -2.120 -1.424 0.780
H -1.772 -2.790 1.599
O 4.936 1.493 0.393
H 5.301 1.644 -0.474
H 5.601 1.497 1.085
O -0.970 -5.342 0.778
H -1.784 -5.026 0.389
H -0.431 -5.639 0.000
O -0.090 0.067 4.278
H 0.607 -0.333 3.729
H -0.800 -0.438 3.864
O 1.652 -5.073 1.517
H 0.783 -5.263 1.879
H 1.693 -4.907 0.575
O -1.551 1.664 -4.563
H -1.820 1.128 -5.307
H -1.699 2.607 -4.636
O -1.188 0.027 -0.388
H -1.318 0.313 -1.298
H -0.739 0.757 0.044
O -2.441 4.474 -2.218
H -1.644 4.845 -1.846
H -3.321 4.679 -1.936
O -0.249 3.621 -0.246
H 0.494 4.218 -0.218
H -0.390 3.289 0.649
O -4.366 -0.714 -1.774
H -4.119 0.130 -1.391
H -4.145 -1.446 -1.198
O 1.492 -2.545 2.605
H 2.395 -2.363 2.888
H 1.594 -3.469 2.297
O -1.541 -2.905 -1.993
H -0.760 -2.964 -2.550
H -1.839 -1.995 -2.117
O 0.293 -4.994 -1.399
H -0.216 -4.171 -1.387
H 0.213 -5.446 -2.238
O 0.439 1.693 1.750
H 0.102 1.401 2.607
H 1.365 1.839 1.961
O 1.643 2.844 -4.730
H 1.871 2.112 -5.310
H 1.088 2.422 -4.075
O 3.807 4.294 1.218
H 3.121 3.944 1.788
H 4.300 3.538 0.881
```

## Properties
Gap between HOMO and LUMO (eV): 10.7
LUMO level (eV): -0.086
HOMO energy (eV): -10.81

---

*Q*
The following is a DFT calculation (ωB97M-V/def2-TZVPD) of a cluster of 17 separate species, H34O17 in total.

```
51
Properties=species:S:1:pos:R:3
O -1.396 -1.215 0.121
H -0.909 -0.474 0.452
H -2.248 -1.391 0.484
O 2.454 4.390 1.894
H 2.220 5.301 1.850
H 1.778 3.957 1.314
O -1.133 2.557 -4.698
H -0.428 2.953 -4.159
H -0.649 1.791 -5.036
O -0.143 -3.425 0.574
H -0.723 -3.958 -0.013
H -0.901 -3.073 1.135
O -0.292 1.020 0.413
H 0.453 1.211 -0.269
H -0.957 1.592 -0.025
O 2.014 -4.624 0.155
H 2.243 -4.518 1.075
H 1.098 -4.890 0.158
O -1.166 0.517 3.904
H -1.211 1.114 3.119
H -0.381 0.799 4.397
O 3.438 1.631 -2.801
H 3.241 1.836 -1.904
H 4.279 1.221 -2.794
O -3.463 2.413 -2.925
H -3.723 1.469 -3.032
H -2.692 2.510 -3.547
O 1.275 3.661 -1.988
H 2.116 4.063 -2.177
H 1.427 2.710 -1.772
O -0.868 -0.564 -2.568
H -1.033 -1.203 -3.205
H -1.145 -0.795 -1.677
O 3.672 -2.939 -0.985
H 3.127 -3.044 -1.756
H 3.141 -3.470 -0.385
O -2.804 -1.344 3.691
H -3.675 -1.176 3.350
H -2.438 -0.564 4.172
O 0.838 -5.042 2.780
H 0.951 -4.676 3.644
H 0.197 -4.458 2.288
O 4.093 2.867 0.089
H 4.260 3.074 1.002
H 3.420 3.501 -0.243
O -2.867 2.589 -0.302
H -3.235 2.410 -1.162
H -3.458 2.863 0.436
O -2.473 -2.744 2.031
H -2.738 -3.646 1.908
H -2.585 -2.787 2.986
```

## Properties
Gap between HOMO and LUMO (eV): 9.7
LUMO level (eV): -0.143
HOMO energy (eV): -9.88

---

*R*
The following is a DFT calculation (ωB97M-V/def2-TZVPD) of a cluster of 17 separate species, H34O17 in total.

```
51
Properties=species:S:1:pos:R:3
O 3.399 -1.474 -1.370
H 4.022 -1.546 -0.628
H 2.819 -0.728 -1.228
O 1.391 -2.305 1.717
H 0.439 -2.399 1.722
H 1.552 -1.817 0.910
O 0.098 -2.276 -0.849
H 0.593 -3.094 -0.690
H -0.089 -2.181 -1.753
O -1.291 -1.951 1.818
H -2.059 -2.485 1.886
H -1.476 -1.141 2.283
O -0.263 3.196 2.864
H 0.560 2.780 2.760
H -0.895 2.784 2.327
O 0.892 0.351 2.378
H 0.783 -0.563 2.756
H 0.015 0.737 2.565
O -0.682 2.236 -2.531
H 0.143 1.781 -2.680
H -0.332 3.097 -2.494
O -1.733 0.707 2.832
H -2.436 0.718 2.230
H -2.042 1.297 3.542
O 0.515 -0.938 -3.229
H -0.290 -0.485 -3.533
H 1.081 -1.052 -4.002
O -2.012 -0.333 -2.362
H -2.449 -0.577 -1.576
H -1.645 0.551 -2.134
O -1.744 2.801 0.607
H -1.017 3.408 0.410
H -1.608 2.041 0.104
O -3.188 -0.606 0.346
H -3.927 -1.257 0.062
H -2.436 -1.035 0.690
O -0.287 0.506 -0.019
H 0.014 -0.244 -0.504
H 0.175 0.507 0.832
O -2.315 -3.253 -0.451
H -1.591 -2.630 -0.430
H -1.925 -4.087 -0.711
O 1.809 2.703 0.047
H 2.251 1.910 0.354
H 1.244 2.219 -0.529
O 3.180 0.524 0.953
H 3.874 0.946 1.521
H 2.503 0.099 1.563
O 1.980 1.033 -2.505
H 1.669 0.189 -2.875
H 2.730 1.336 -2.998
```

## Properties
Gap between HOMO and LUMO (eV): 10.3
LUMO level (eV): 0.023
HOMO energy (eV): -10.32

---

Which structure loses on stability? *Q* does.

---

*P*
The following is a DFT calculation (ωB97M-V/def2-TZVPD) of an isolated molecule of C21H28N4O2S.

```
56
Properties=species:S:1:pos:R:3
C 3.374 2.466 1.680
N 3.431 1.134 1.098
C 4.688 0.564 1.011
S 6.109 1.422 1.281
N 4.647 -0.795 0.713
C 5.936 -1.439 0.514
C 3.533 -1.351 -0.019
O 3.737 -2.317 -0.782
C 2.248 -0.700 0.113
C 1.151 -1.139 -0.796
C -0.271 -0.751 -0.260
C -0.665 0.573 -0.408
C -1.960 0.983 -0.107
C -2.841 0.090 0.543
N -4.110 0.502 0.830
C -4.664 1.685 0.182
C -3.639 2.804 0.112
C -2.364 2.323 -0.572
C -5.121 -0.422 1.299
C -4.502 -1.403 2.279
C -3.287 -2.118 1.667
C -2.377 -1.206 0.900
C -1.112 -1.614 0.469
C 2.281 0.299 1.163
O 1.428 0.528 2.032
H 2.355 2.857 1.655
H 3.749 2.452 2.712
H 4.053 3.111 1.105
H 5.761 -2.492 0.327
H 6.464 -0.968 -0.319
H 6.508 -1.279 1.424
H 1.184 -2.218 -1.001
H 0.036 1.327 -0.810
H -5.030 1.427 -0.844
H -5.541 1.990 0.770
H -4.085 3.627 -0.453
H -3.392 3.154 1.122
H -1.557 3.033 -0.380
H -2.528 2.317 -1.657
H -5.916 0.182 1.771
H -5.572 -0.971 0.444
H -4.194 -0.869 3.188
H -5.281 -2.119 2.560
H -2.724 -2.589 2.479
H -3.672 -2.929 1.036
H -0.828 -2.659 0.670
C 0.236 -0.865 -3.192
N 1.403 -0.505 -2.311
C 2.694 -0.692 -3.060
H -0.678 -0.411 -2.795
H 0.444 -0.436 -4.197
H 0.153 -1.962 -3.318
H 1.351 0.491 -2.035
H 3.472 -0.074 -2.597
H 2.972 -1.754 -3.154
H 2.512 -0.292 -4.082
```

## Properties
Gap between HOMO and LUMO (eV): 7.4
LUMO level (eV): 0.181
HOMO energy (eV): -7.26

---

*Q*
The following is a DFT calculation (ωB97M-V/def2-TZVPD) of an isolated molecule of C21H28N4O2S.

```
56
Properties=species:S:1:pos:R:3
C 2.120 1.544 -0.179
C 2.470 1.214 1.266
C 3.137 2.374 2.005
C 2.193 3.557 2.243
N 0.925 3.138 2.815
C 1.043 2.770 4.212
H 0.129 2.278 4.538
H 1.859 2.064 4.332
H 1.233 3.643 4.857
C -0.148 4.087 2.596
H -0.036 4.506 1.591
C -1.519 3.395 2.677
N -1.532 2.197 1.874
C -1.406 0.972 2.450
O -1.566 0.774 3.642
C -1.103 -0.133 1.534
C -0.953 -0.178 0.178
C -0.619 -1.475 -0.276
C -0.549 -2.379 0.796
N -0.257 -3.594 0.302
N -0.131 -3.531 -1.029
C -0.335 -2.278 -1.417
C -0.246 -1.898 -2.815
C -0.307 -2.875 -3.806
C -0.214 -2.511 -5.136
C -0.058 -1.186 -5.493
C 0.014 -0.200 -4.508
C -0.084 -0.560 -3.172
H -0.015 0.182 -2.395
O 0.183 1.078 -4.957
C 0.273 2.115 -4.013
H 0.417 3.027 -4.590
H -0.647 2.203 -3.425
H 1.125 1.976 -3.339
H 0.018 -0.886 -6.526
H -0.265 -3.266 -5.906
H -0.426 -3.905 -3.513
C -0.082 -4.826 1.011
H -0.992 -5.085 1.555
H 0.743 -4.744 1.722
H 0.141 -5.599 0.279
S -0.857 -1.680 2.333
H -1.099 0.670 -0.466
H -1.217 2.304 0.923
H -2.295 4.082 2.327
H -1.750 3.090 3.698
H -0.130 4.925 3.316
H 2.704 4.302 2.879
H 1.989 4.036 1.282
H 3.995 2.734 1.432
H 3.516 2.008 2.961
H 1.563 0.935 1.805
H 3.148 0.357 1.277
H 1.373 2.333 -0.227
H 3.004 1.873 -0.722
H 1.724 0.660 -0.676
```

## Properties
Gap between HOMO and LUMO (eV): 8.4
LUMO level (eV): 0.390
HOMO energy (eV): -7.99

---

Which structure loses on stability? *P* does.

---

*P*
The following is a DFT calculation (ωB97M-V/def2-TZVPD) of a structure of composition C38H30Cl4InN3O3PS2.

```
82
Properties=species:S:1:pos:R:3
In 1.413 2.146 -0.102
Cl 0.672 4.302 -6.599
C 0.796 3.282 -5.205
C 0.921 1.914 -5.352
Cl 0.968 1.197 -6.928
C 1.013 1.103 -4.214
Cl 1.208 -0.610 -4.384
C 0.966 1.638 -2.936
O 1.003 0.899 -1.832
C 0.876 3.057 -2.782
O 0.878 3.559 -1.576
C 0.780 3.845 -3.927
Cl 0.636 5.556 -3.710
C 5.399 4.019 0.750
C 4.012 3.471 1.013
S 3.788 1.798 0.448
C 3.052 4.217 1.585
C 3.286 5.645 2.003
S 1.388 3.678 1.871
H 5.979 3.306 0.167
H 5.941 4.210 1.680
H 5.362 4.954 0.187
H 4.336 5.925 1.969
H 2.922 5.803 3.020
H 2.722 6.322 1.356
O 1.655 -1.707 -1.500
N 2.505 -1.603 -0.421
C 2.307 -2.495 0.462
C 1.282 -3.559 0.527
C 1.700 -4.774 1.073
C 0.837 -5.850 1.176
C -0.472 -5.720 0.731
C -0.902 -4.506 0.222
C -0.048 -3.411 0.118
P -0.710 -1.767 -0.385
C -1.295 -2.051 -2.093
C -1.915 -0.973 -2.726
C -2.330 -1.058 -4.043
C -2.107 -2.223 -4.763
C -1.460 -3.289 -4.157
C -1.054 -3.204 -2.832
C -2.290 -1.831 0.578
C -3.555 -1.592 0.051
C -4.666 -1.494 0.881
C -4.532 -1.633 2.252
C -3.275 -1.875 2.791
C -2.171 -1.966 1.963
H 1.560 -0.775 -1.823
H 3.044 -2.480 1.260
H 2.723 -4.867 1.417
H 1.180 -6.782 1.606
H -1.159 -6.554 0.796
H -1.933 -4.398 -0.096
H -2.051 -0.041 -2.188
H -2.795 -0.204 -4.517
H -2.409 -2.287 -5.800
H -1.257 -4.190 -4.721
H -0.528 -4.035 -2.382
H -3.688 -1.495 -1.019
H -5.640 -1.308 0.446
H -5.397 -1.554 2.897
H -3.151 -1.979 3.862
H -1.193 -2.144 2.402
N -1.117 1.689 0.128
C -1.487 1.546 1.463
C -2.655 2.015 1.999
C -2.932 1.841 3.371
C -2.046 1.212 4.196
C -0.810 0.755 3.678
C 0.192 0.150 4.468
C 1.373 -0.216 3.895
C 1.571 0.025 2.520
N 0.657 0.559 1.753
C -0.529 0.920 2.312
H -1.781 2.150 -0.477
H -0.769 0.823 -0.285
H -3.372 2.519 1.363
H -3.873 2.203 3.764
H -2.265 1.066 5.246
H 0.016 0.008 5.528
H 2.177 -0.642 4.479
H 2.522 -0.189 2.052
```

## Properties
Gap between HOMO and LUMO (eV): 6.3
LUMO level (eV): 2.061
Total charge: -1
HOMO energy (eV): -4.19

---

*Q*
The following is a DFT calculation (ωB97M-V/def2-TZVPD) of a structure of composition C38H30Cl4InN3O3PS2.

```
82
Properties=species:S:1:pos:R:3
In -0.401 -0.414 -1.141
Cl 3.152 -6.270 0.037
C 2.501 -4.852 -0.714
C 2.714 -4.615 -2.061
Cl 3.607 -5.743 -3.020
C 2.214 -3.440 -2.637
Cl 2.520 -3.070 -4.300
C 1.458 -2.531 -1.902
O 1.029 -1.397 -2.398
C 1.131 -2.839 -0.547
O 0.309 -2.030 0.095
C 1.740 -3.943 0.038
Cl 1.606 -4.153 1.757
C -3.608 1.905 -3.631
C -2.389 1.486 -2.831
S -1.815 -0.136 -3.183
C -1.833 2.327 -1.939
C -2.434 3.695 -1.681
S -0.366 2.035 -1.003
H -3.854 1.134 -4.358
H -3.421 2.837 -4.172
H -4.484 2.065 -2.994
H -3.522 3.674 -1.756
H -2.060 4.428 -2.403
H -2.160 4.041 -0.685
O -0.774 0.215 3.098
N -1.020 1.470 2.576
C -2.253 1.714 2.403
C -3.422 0.871 2.737
C -4.439 1.485 3.472
C -5.508 0.757 3.958
C -5.566 -0.610 3.722
C -4.591 -1.217 2.953
C -3.525 -0.491 2.420
P -2.438 -1.294 1.139
C -2.033 -2.861 1.998
C -1.828 -2.894 3.374
C -1.532 -4.092 4.013
C -1.429 -5.265 3.283
C -1.579 -5.230 1.903
C -1.858 -4.035 1.263
C -3.857 -1.772 0.042
C -4.597 -2.954 0.078
C -5.643 -3.156 -0.810
C -5.964 -2.185 -1.751
C -5.243 -1.003 -1.790
C -4.203 -0.799 -0.895
H 0.179 0.112 2.980
H -2.438 2.739 2.092
H -4.363 2.544 3.693
H -6.288 1.248 4.527
H -6.383 -1.198 4.123
H -4.669 -2.275 2.736
H -1.907 -1.979 3.948
H -1.379 -4.107 5.086
H -1.198 -6.200 3.779
H -1.450 -6.134 1.320
H -1.936 -4.008 0.184
H -4.361 -3.729 0.794
H -6.208 -4.080 -0.775
H -6.770 -2.359 -2.452
H -5.468 -0.251 -2.535
H -3.650 0.135 -0.923
N 2.980 1.084 -1.699
C 3.840 1.358 -0.689
C 4.925 2.206 -0.835
C 5.807 2.450 0.228
C 5.650 1.843 1.443
C 4.556 0.967 1.637
C 4.348 0.260 2.842
C 3.281 -0.580 2.958
C 2.376 -0.681 1.881
N 2.525 -0.037 0.750
C 3.623 0.749 0.594
H 2.307 0.344 -1.588
H 3.180 1.395 -2.630
H 5.096 2.682 -1.793
H 6.638 3.128 0.069
H 6.342 2.019 2.257
H 5.051 0.388 3.658
H 3.110 -1.166 3.852
H 1.512 -1.333 1.952
```

## Properties
Gap between HOMO and LUMO (eV): 6.9
LUMO level (eV): 2.359
Total charge: -1
HOMO energy (eV): -4.54

---

Which structure loses on stability? *Q* does.

---

*P*
The following is a DFT calculation (ωB97M-V/def2-TZVPD) of an isolated molecule of C10H16S.

```
27
Properties=species:S:1:pos:R:3
C -0.123 1.938 -0.062
C -1.878 0.422 -1.224
C -0.363 0.708 -0.916
C 1.142 1.519 0.641
C 1.452 0.235 0.522
C -2.482 0.301 0.078
C 0.374 -0.451 -0.244
C 2.712 -0.423 1.026
C 0.966 -1.447 -1.251
C -0.515 -1.140 0.850
S -3.982 -0.506 0.321
H -0.116 3.024 -0.429
H -0.861 2.163 0.805
H -2.245 1.394 -1.743
H -1.894 -0.450 -1.904
H 0.093 0.870 -1.832
H 1.829 2.242 1.136
H 3.428 0.185 1.668
H 3.133 -0.594 0.133
H 2.408 -1.381 1.591
H 1.514 -0.788 -1.924
H 0.198 -1.991 -1.749
H 1.471 -2.247 -0.632
H -0.106 -0.941 1.861
H -0.396 -2.173 0.663
H -1.496 -0.546 0.985
H -4.261 0.075 1.631
```

## Properties
Gap between HOMO and LUMO (eV): 7.9
LUMO level (eV): 0.224
HOMO energy (eV): -7.72

---

*Q*
The following is a DFT calculation (ωB97M-V/def2-TZVPD) of a cluster of 2 separate species, C10H16S in total.

```
27
Properties=species:S:1:pos:R:3
C 0.791 2.256 -3.424
C 2.491 1.046 -0.254
C 2.228 1.304 -1.597
C 1.804 1.780 0.695
C 1.286 2.233 -2.014
C 0.920 2.772 0.317
C 0.652 2.989 -1.027
H 3.315 0.357 -0.102
H 2.723 0.732 -2.374
H 1.987 1.525 1.736
H 0.313 3.263 1.063
H 0.357 3.213 -3.710
H 0.086 1.460 -3.650
H 0.066 3.865 -1.307
H 1.609 2.189 -4.148
C -1.631 -3.001 0.550
C -0.340 -3.045 1.379
C -3.022 -1.860 2.715
S -2.729 -1.592 0.957
H -1.463 -2.848 -0.514
H -2.220 -3.901 0.683
H -0.181 -2.123 1.930
H 0.526 -3.124 0.722
H -4.016 -2.264 2.895
H -2.244 -2.457 3.188
H -2.951 -0.899 3.215
H -0.358 -3.873 2.076
```

## Properties
Gap between HOMO and LUMO (eV): 9.2
LUMO level (eV): 0.851
HOMO energy (eV): -8.36

---

Which structure loses on stability? *P* does.